# 1
{
  "formula": "C11H13FeN2O6",
  "method": "wB97M-V/def2-TZVPD",
  "species": ["O", "C", "Fe", "O", "C", "C", "O", "C", "O", "C", "O", "H", "C", "N", "C", "C", "C", "N", "C", "C", "O", "H", "H", "H", "H", "H", "H", "H", "H", "H", "H", "H", "H"],
  "xyz": [[-1.83, -5.24, -2.24], [-1.49, -4.18, -2.54], [0.91, 0.18, -3.13], [2.62, -1.50, -1.48], [1.88, -0.89, -2.11], [1.67, 1.58, -2.35], [2.19, 2.56, -2.01], [0.65, 1.36, -4.88], [-0.12, 1.90, -5.55], [1.61, -0.42, -4.78], [2.16, -0.78, -5.76], [0.19, -0.38, -1.88], [-1.02, 2.48, 0.48], [-0.82, 1.37, 1.40], [-0.57, 1.67, 2.79], [-0.77, 0.41, 3.61], [0.02, -0.74, 3.03], [-0.36, -0.92, 1.66], [-0.07, -2.19, 1.02], [-0.67, 0.14, 0.86], [-0.89, -0.06, -0.37], [-1.16, 3.39, 1.07], [-1.91, 2.28, -0.12], [-0.16, 2.57, -0.19], [0.47, 2.03, 2.93], [-1.29, 2.45, 3.06], [-1.83, 0.16, 3.64], [-0.43, 0.56, 4.64], [-0.17, -1.69, 3.55], [1.11, -0.54, 3.12], [0.95, -2.19, 0.62], [-0.16, -2.99, 1.75], [-0.73, -2.38, 0.17]],
  "total_charge": 2,
  "multiplicity": 6,
  "de_lowest_kcal_mol": 0.00
}

# 2
{
  "formula": "C4H6N2",
  "method": "wB97M-V/def2-TZVPD",
  "species": ["C", "C", "C", "N", "N", "C", "H", "H", "H", "H", "H", "H"],
  "xyz": [[-2.39, -0.68, 0.03], [-0.95, -0.49, 0.05], [0.19, -0.86, -0.06], [2.61, -0.03, -0.04], [2.17, 1.13, 0.08], [1.45, 2.00, 0.41], [-2.90, 0.16, -0.45], [-2.57, -1.59, -0.55], [-2.76, -0.83, 1.04], [1.07, -1.41, -0.19], [3.37, -0.14, -0.69], [0.70, 2.75, 0.38]],
  "de_lowest_kcal_mol": 140.05
}

# 3
{
  "formula": "C23H44N2O27PS6",
  "method": "wB97M-V/def2-TZVPD",
  "species": ["C", "C", "O", "P", "O", "C", "C", "C", "C", "C", "N", "C", "C", "N", "O", "C", "C", "H", "H", "H", "H", "H", "H", "H", "H", "H", "H", "H", "H", "H", "H", "H", "H", "H", "H", "H", "H", "C", "C", "O", "S", "O", "O", "O", "H", "H", "H", "H", "C", "C", "O", "S", "O", "O", "O", "H", "H", "H", "H", "C", "C", "O", "S", "O", "O", "O", "H", "H", "H", "H", "C", "C", "O", "S", "O", "O", "O", "H", "H", "H", "H", "C", "C", "O", "S", "O", "O", "O", "H", "H", "H", "H", "C", "C", "O", "S", "O", "O", "O", "H", "H", "H", "H"],
  "xyz": [[4.86, 1.06, -1.57], [5.20, -0.28, -2.17], [4.24, -1.32, -1.81], [2.85, -1.26, -2.55], [2.55, 0.04, -3.19], [1.61, -1.65, -1.29], [1.82, -0.77, -0.04], [2.04, -1.48, 1.26], [2.00, -2.87, 1.41], [2.18, -3.46, 2.64], [2.37, -2.67, 3.71], [2.42, -1.33, 3.63], [2.28, -0.69, 2.41], [2.37, 0.69, 2.36], [2.79, -2.45, -3.58], [1.54, -2.52, -4.31], [0.84, -3.84, -4.09], [5.76, 1.67, -1.54], [4.17, 1.60, -2.21], [4.48, 0.99, -0.56], [6.16, -0.61, -1.79], [5.32, -0.23, -3.25], [0.65, -1.40, -1.73], [1.62, -2.71, -1.09], [2.63, -0.06, -0.21], [0.92, -0.16, 0.10], [1.85, -3.51, 0.56], [2.16, -4.53, 2.78], [2.47, -3.08, 4.63], [2.58, -0.76, 4.53], [2.72, 1.02, 1.46], [3.08, 0.96, 3.03], [1.75, -2.41, -5.37], [0.86, -1.71, -4.05], [1.51, -4.70, -4.14], [0.31, -3.86, -3.14], [0.06, -3.96, -4.84], [-0.86, 2.30, 3.07], [-1.66, 3.21, 2.17], [-2.05, 2.38, 1.07], [-2.30, 0.89, 1.59], [-3.67, 0.69, 1.84], [-1.54, 0.01, 0.78], [-1.56, 1.05, 3.02], [0.15, 2.15, 2.70], [-0.82, 2.65, 4.10], [-1.08, 4.05, 1.80], [-2.56, 3.58, 2.65], [5.42, -0.69, 6.73], [6.54, -0.84, 5.72], [6.30, 0.21, 4.77], [5.65, 1.47, 5.51], [6.66, 2.41, 5.81], [4.46, 1.82, 4.82], [5.24, 0.72, 6.87], [4.48, -1.12, 6.36], [5.66, -1.13, 7.69], [6.54, -1.80, 5.23], [7.51, -0.67, 6.18], [-4.84, 4.78, -2.86], [-6.02, 3.84, -2.95], [-5.81, 2.91, -1.88], [-5.09, 3.64, -0.66], [-6.06, 4.03, 0.30], [-3.94, 2.88, -0.29], [-4.62, 4.95, -1.46], [-3.94, 4.34, -3.30], [-5.03, 5.74, -3.33], [-6.08, 3.32, -3.90], [-6.96, 4.37, -2.77], [-7.23, -3.15, 1.59], [-7.92, -1.80, 1.61], [-6.87, -0.87, 1.34], [-5.79, -1.52, 0.36], [-6.06, -1.12, -0.97], [-4.50, -1.36, 0.94], [-6.27, -3.05, 0.53], [-6.69, -3.34, 2.52], [-7.91, -3.97, 1.39], [-8.38, -1.58, 2.56], [-8.66, -1.72, 0.81], [-3.62, -3.48, -3.11], [-4.09, -4.92, -3.21], [-4.00, -5.24, -4.60], [-2.78, -4.44, -5.26], [-1.65, -5.30, -5.31], [-3.25, -3.76, -6.41], [-2.55, -3.39, -4.07], [-4.41, -2.79, -3.41], [-3.26, -3.22, -2.12], [-5.11, -5.06, -2.85], [-3.42, -5.59, -2.67], [2.16, 5.51, -1.88], [3.63, 5.19, -2.00], [4.07, 5.02, -0.64], [2.89, 4.40, 0.23], [3.08, 2.99, 0.33], [2.71, 5.20, 1.39], [1.70, 4.67, -0.80], [1.99, 6.55, -1.59], [1.60, 5.28, -2.78], [4.19, 5.98, -2.48], [3.79, 4.25, -2.53]],
  "total_charge": 1,
  "de_lowest_kcal_mol": 0.00
}

# 4
{
  "formula": "C16H30N5O5PdS",
  "method": "wB97M-V/def2-TZVPD",
  "species": ["Pd", "C", "O", "C", "C", "O", "C", "H", "H", "H", "H", "H", "H", "H", "H", "H", "H", "C", "N", "C", "C", "N", "N", "C", "N", "N", "H", "H", "H", "H", "H", "H", "H", "H", "H", "H", "H", "O", "C", "O", "H", "C", "S", "O", "C", "C", "C", "C", "C", "C", "H", "H", "H", "H", "H", "H", "H", "H"],
  "xyz": [[-1.15, 0.71, 0.27], [-3.14, -1.51, 0.52], [-1.77, -1.42, 0.06], [-1.65, -1.78, -1.32], [-1.76, -0.60, -2.26], [-0.78, 0.32, -1.76], [-0.24, 1.29, -2.69], [-3.49, -2.54, 0.41], [-3.79, -0.85, -0.06], [-3.16, -1.22, 1.56], [-2.37, -2.55, -1.59], [-0.65, -2.19, -1.43], [-2.74, -0.11, -2.33], [-1.47, -0.95, -3.26], [0.29, 0.76, -3.48], [0.45, 1.91, -2.13], [-1.05, 1.87, -3.13], [-2.29, 3.04, 5.04], [-1.87, 1.88, 4.25], [-1.67, 0.60, 4.94], [-1.74, 1.93, 2.92], [-1.54, 0.87, 2.18], [-1.88, 3.17, 2.34], [-1.57, 3.55, 1.06], [-1.69, 4.86, 0.81], [-1.19, 2.69, 0.17], [-2.53, 2.70, 6.04], [-3.20, 3.49, 4.64], [-1.49, 3.78, 5.12], [-1.53, 0.81, 6.00], [-0.76, 0.12, 4.59], [-2.52, -0.06, 4.82], [-1.40, 0.01, 2.70], [-2.10, 3.92, 2.98], [-1.96, 5.52, 1.52], [-1.49, 5.23, -0.10], [-0.89, 3.10, -0.71], [1.82, -0.02, -0.22], [2.22, -1.12, -0.18], [1.37, -2.24, 0.21], [3.23, -1.48, -0.41], [0.53, -4.26, 1.52], [1.36, -2.73, 1.70], [0.65, -1.81, 2.54], [3.00, -2.97, 2.19], [3.79, -3.90, 1.51], [5.09, -4.08, 1.94], [5.58, -3.34, 3.01], [4.78, -2.42, 3.68], [3.46, -2.23, 3.28], [0.54, -4.73, 2.50], [1.04, -4.87, 0.78], [-0.49, -4.01, 1.20], [3.41, -4.47, 0.67], [5.73, -4.79, 1.43], [6.60, -3.49, 3.34], [5.17, -1.87, 4.52], [2.82, -1.54, 3.79]],
  "total_charge": 3,
  "total_energy_ha": -1802.74871
}

# 5
{
  "formula": "C45H39F3OP2PdSSi",
  "method": "wB97M-V/def2-TZVPD",
  "species": ["Pd", "O", "S", "C", "C", "C", "C", "C", "C", "P", "C", "C", "C", "C", "C", "C", "C", "C", "C", "C", "C", "C", "C", "C", "C", "C", "C", "C", "P", "C", "C", "C", "C", "C", "C", "C", "C", "C", "C", "C", "C", "H", "H", "H", "H", "H", "H", "H", "H", "H", "H", "H", "H", "H", "H", "H", "H", "H", "H", "H", "H", "H", "H", "H", "H", "H", "H", "H", "H", "C", "Si", "C", "C", "C", "C", "C", "C", "C", "H", "H", "H", "H", "H", "H", "H", "H", "H", "H", "H", "F", "C", "F", "F"],
  "xyz": [[0.18, -0.43, -0.03], [4.67, 0.50, -0.93], [3.33, 0.19, -0.36], [2.30, -0.20, -1.81], [2.81, -1.15, -2.71], [2.24, -1.31, -3.95], [1.17, -0.49, -4.33], [0.69, 0.46, -3.46], [1.23, 0.62, -2.17], [0.56, 1.93, -1.04], [-1.19, 1.89, -1.45], [-1.94, 3.07, -1.34], [-3.30, 3.14, -1.49], [-4.12, 1.96, -1.83], [-3.36, 0.64, -2.10], [-1.89, 0.57, -1.58], [1.23, 3.41, -1.87], [2.41, 3.93, -1.32], [3.06, 5.00, -1.93], [2.52, 5.58, -3.07], [1.34, 5.08, -3.61], [0.71, 4.00, -3.02], [3.52, -1.49, 0.33], [4.65, -2.17, -0.08], [4.90, -3.45, 0.40], [4.03, -4.01, 1.32], [2.94, -3.29, 1.78], [2.66, -2.01, 1.30], [1.21, -1.04, 1.86], [0.58, -2.01, 3.27], [1.28, -2.10, 4.48], [0.77, -2.85, 5.53], [-0.44, -3.52, 5.38], [-1.14, -3.43, 4.19], [-0.63, -2.67, 3.14], [1.98, 0.36, 2.75], [1.13, 1.41, 3.12], [1.62, 2.51, 3.80], [2.98, 2.59, 4.10], [3.83, 1.56, 3.73], [3.33, 0.45, 3.06], [3.66, -1.75, -2.42], [2.63, -2.04, -4.64], [0.74, -0.59, -5.32], [-0.12, 1.11, -3.77], [-1.40, 4.00, -1.13], [-3.79, 4.10, -1.37], [-4.79, 2.19, -2.67], [-3.46, 0.26, -3.12], [-1.32, -0.10, -2.23], [2.83, 3.48, -0.43], [3.97, 5.38, -1.50], [3.01, 6.42, -3.53], [0.92, 5.53, -4.50], [-0.21, 3.61, -3.45], [5.33, -1.67, -0.76], [5.77, -3.99, 0.06], [4.22, -5.00, 1.71], [2.30, -3.73, 2.53], [2.22, -1.57, 4.60], [1.32, -2.92, 6.46], [-0.84, -4.10, 6.20], [-2.09, -3.94, 4.08], [-1.18, -2.59, 2.22], [0.08, 1.36, 2.86], [0.95, 3.31, 4.08], [3.36, 3.45, 4.62], [4.89, 1.62, 3.95], [4.01, -0.34, 2.77], [-2.58, 0.38, 1.65], [-2.60, -0.42, -0.04], [-2.37, -2.28, -0.15], [-4.22, -0.07, -0.99], [-4.93, 1.28, -0.68], [-6.41, 1.30, -0.83], [-7.11, 0.23, -1.20], [-6.44, -1.05, -1.49], [-5.12, -1.18, -1.39], [-2.31, -0.33, 2.43], [-3.55, 0.81, 1.90], [-1.84, 1.19, 1.67], [-3.19, -2.76, 0.40], [-1.42, -2.67, 0.21], [-2.47, -2.57, -1.20], [-4.67, 1.72, 0.29], [-6.93, 2.24, -0.63], [-8.18, 0.29, -1.31], [-7.05, -1.89, -1.78], [-4.68, -2.15, -1.63], [-0.65, -4.71, -2.81], [0.49, -4.18, -2.40], [1.06, -4.92, -1.48], [0.30, -2.95, -1.97]],
  "multiplicity": 3,
  "de_lowest_kcal_mol": 105.01
}

# 6
{
  "formula": "C2H11N2Si",
  "method": "wB97M-V/def2-TZVPD",
  "species": ["C", "C", "N", "N", "Si", "H", "H", "H", "H", "H", "H", "H", "H", "H", "H", "H"],
  "xyz": [[-1.80, -0.48, -0.53], [-0.49, 0.21, -0.23], [0.21, 0.38, -1.59], [0.49, -0.55, 0.64], [1.47, 0.12, 1.95], [-1.53, -1.41, -0.93], [-2.26, 0.19, -1.20], [-2.41, -0.67, 0.31], [-0.44, 1.15, 0.25], [-0.39, 0.14, -2.35], [0.61, 1.30, -1.75], [0.99, -0.16, -1.79], [0.81, -1.48, 0.39], [2.84, 0.45, 1.69], [1.23, -0.70, 3.20], [0.68, 1.52, 1.94]],
  "total_charge": 1,
  "smiles": "C[C@H]([NH3+])N[SiH3]",
  "de_lowest_kcal_mol": 7.44
}

# 7
{
  "formula": "C28H38CaN5O12",
  "method": "wB97M-V/def2-TZVPD",
  "species": ["Ca", "N", "O", "O", "O", "C", "C", "C", "O", "C", "O", "O", "H", "H", "H", "H", "H", "H", "C", "C", "C", "O", "C", "O", "O", "H", "H", "H", "H", "H", "H", "C", "C", "C", "O", "C", "O", "O", "H", "H", "H", "H", "H", "H", "N", "C", "C", "C", "C", "H", "H", "H", "H", "H", "N", "C", "C", "C", "C", "H", "H", "H", "H", "H", "N", "C", "C", "C", "C", "H", "H", "H", "H", "H", "N", "C", "C", "C", "C", "H", "H", "H", "H", "H"],
  "xyz": [[-4.29, -0.80, -0.62], [-1.64, 0.31, -0.98], [-1.98, -0.90, -0.94], [-2.61, 1.14, -1.03], [-0.48, 0.67, -1.03], [-1.78, 1.69, 5.12], [-1.45, 0.51, 4.26], [-2.00, -0.86, 4.77], [-2.53, -1.45, 3.60], [-2.71, -0.55, 2.66], [-3.22, -0.81, 1.60], [-2.23, 0.63, 3.03], [-1.32, 1.65, 6.11], [-2.85, 1.82, 5.28], [-1.39, 2.62, 4.71], [-0.42, 0.39, 3.92], [-2.79, -0.74, 5.52], [-1.21, -1.47, 5.20], [-2.85, -7.19, -1.80], [-3.79, -6.42, -0.91], [-3.42, -6.38, 0.58], [-3.49, -4.96, 0.88], [-3.66, -4.26, -0.20], [-3.66, -3.05, -0.25], [-3.71, -5.03, -1.30], [-3.11, -7.19, -2.85], [-2.93, -8.25, -1.50], [-1.83, -6.87, -1.62], [-4.82, -6.77, -0.96], [-2.42, -6.69, 0.88], [-4.14, -6.92, 1.20], [0.89, -1.47, 1.86], [1.18, -2.52, 0.78], [1.74, -1.96, -0.53], [2.57, -3.02, -0.93], [3.00, -3.69, 0.15], [3.88, -4.47, 0.19], [2.18, -3.41, 1.22], [0.55, -1.94, 2.79], [0.07, -0.84, 1.52], [1.73, -0.85, 2.16], [0.24, -3.05, 0.60], [2.28, -1.02, -0.33], [0.97, -1.64, -1.23], [0.60, 1.95, -3.84], [1.42, 2.55, -4.75], [1.75, 1.62, -5.69], [1.09, 0.42, -5.39], [0.40, 0.63, -4.21], [0.07, 2.40, -3.11], [1.67, 3.59, -4.57], [2.35, 1.91, -6.55], [1.12, -0.49, -5.97], [-0.21, 0.04, -3.54], [-0.70, 3.71, -1.21], [-1.48, 4.20, -2.22], [-0.81, 5.30, -2.72], [0.39, 5.47, -2.00], [0.42, 4.46, -1.06], [-0.85, 2.85, -0.70], [-2.45, 3.79, -2.44], [-1.22, 5.95, -3.48], [1.18, 6.19, -2.09], [1.07, 4.26, -0.23], [3.36, 1.39, -2.42], [4.71, 1.15, -2.24], [5.02, 1.62, -1.00], [3.85, 2.18, -0.44], [2.82, 2.01, -1.33], [2.86, 1.19, -3.27], [5.26, 0.73, -3.07], [5.93, 1.70, -0.42], [3.69, 2.60, 0.54], [1.81, 2.36, -1.32], [1.31, 3.72, 3.60], [2.34, 2.83, 3.69], [2.14, 1.89, 2.70], [0.95, 2.24, 2.01], [0.47, 3.41, 2.58], [1.15, 4.53, 4.17], [3.10, 2.88, 4.44], [2.73, 1.04, 2.40], [0.48, 1.67, 1.22], [-0.37, 4.05, 2.36]],
  "total_charge": 1,
  "total_energy_ha": -2943.81015
}

no.,F_max (eV/Å)
1,9.2
2,2.4
3,1.4
4,0.8
5,0.3
6,5.1
7,2.5